Record 1
Entry from the Open Molecules 2025 dataset: C21H31ClN3O4S2SiW as an isolated structure (wB97M-V/def2-TZVPD).

Summary:
Net charge: +3
E_tot (Ha): -2896.25491
ΔE to the lowest compared entry with this formula, charge and spin (eV): 0.517
LUMO (eV): -12.77
Kohn-Sham gap (eV): 5.718

Each line ends with the Löwdin charge.
Element x y z (Å)
W (-0.28, -1.76, 0.68)  1.50
S (0.76, -3.47, -0.70)  0.88
C (1.94, -2.99, 0.49)  -0.67
C (3.23, -2.63, 0.03)  -0.20
N (4.25, -2.26, -0.37)  0.30
C (1.59, -2.78, 1.83)  -0.68
S (0.00, -3.20, 2.49)  0.91
C (2.52, -2.18, 2.72)  -0.21
N (3.24, -1.63, 3.44)  0.30
C (2.42, 4.19, 0.51)  -0.01
C (3.33, 3.08, 0.03)  -0.54
C (4.51, 2.85, 0.93)  0.00
C (3.70, 3.20, -1.43)  -0.01
O (2.49, 1.78, 0.18)  -0.08
Si (1.48, 0.89, -0.57)  0.46
O (1.10, -0.49, 0.15)  -0.37
O (-1.34, -0.41, 1.02)  -0.34
C (-1.59, 0.36, 2.29)  -0.57
C (-2.73, -0.37, 3.00)  0.00
C (-0.29, 0.32, 3.12)  -0.03
C (-1.95, 1.79, 1.94)  0.01
O (0.76, 1.19, -1.91)  -0.07
C (-0.26, 0.65, -2.85)  -0.57
C (0.27, 0.92, -4.24)  0.01
C (-1.55, 1.38, -2.54)  0.01
C (-0.39, -0.85, -2.60)  -0.03
H (2.97, 5.13, 0.50)  0.12
H (2.09, 4.01, 1.53)  0.10
H (1.55, 4.30, -0.14)  0.10
H (5.15, 3.73, 0.91)  0.12
H (5.11, 2.00, 0.60)  0.10
H (4.20, 2.68, 1.96)  0.10
H (4.31, 4.09, -1.56)  0.12
H (2.81, 3.31, -2.06)  0.09
H (4.29, 2.34, -1.75)  0.10
H (-2.53, -1.44, 3.04)  0.08
H (-3.67, -0.20, 2.49)  0.10
H (-2.83, 0.00, 4.02)  0.12
H (0.59, 0.52, 2.51)  0.08
H (-0.19, -0.61, 3.68)  0.07
H (-0.32, 1.11, 3.87)  0.12
H (-2.86, 1.81, 1.34)  0.10
H (-1.14, 2.27, 1.38)  0.09
H (-2.13, 2.35, 2.85)  0.12
H (0.30, 1.99, -4.43)  0.11
H (-0.38, 0.46, -4.98)  0.11
H (1.27, 0.51, -4.36)  0.11
H (-1.95, 1.09, -1.57)  0.07
H (-2.29, 1.17, -3.31)  0.12
H (-1.38, 2.46, -2.54)  0.11
H (0.56, -1.36, -2.78)  0.09
H (-1.13, -1.27, -3.29)  0.13
H (-0.74, -1.05, -1.57)  0.00
Cl (-3.55, -6.46, -0.14)  0.84
C (-3.47, -4.77, -0.24)  -0.62
C (-4.55, -4.00, -0.68)  0.01
C (-4.40, -2.63, -0.74)  0.02
C (-3.21, -2.05, -0.37)  -0.10
N (-2.16, -2.78, 0.06)  -0.13
C (-2.30, -4.12, 0.12)  -0.18
H (-5.47, -4.48, -0.97)  0.15
H (-5.22, -2.00, -1.08)  0.14
H (-3.09, -0.97, -0.41)  0.11
H (-1.46, -4.71, 0.46)  0.08



Record 2
Entry from the Open Molecules 2025 dataset: C21H31CrF5OP2 as an isolated structure (wB97M-V/def2-TZVPD).

Summary:
Expectation value of S²: 6.060
E_tot (Ha): -3120.14480
ΔE to the lowest compared entry with this formula, charge and spin (eV): 5.804
Multiplicity: 5
LUMO (alpha / beta) (eV): -0.86 / -0.91
Kohn-Sham gap (alpha / beta) (eV): 3.962 / 3.908

Each line ends with the Löwdin charge.
Element x y z (Å)
P (-0.26, -2.34, -2.49)  0.89
P (-0.02, 1.78, -2.46)  0.82
C (-0.61, -0.94, -3.59)  -0.29
C (0.30, 0.32, -3.53)  -0.30
H (-1.68, -0.70, -3.52)  0.08
H (-0.43, -1.39, -4.58)  0.09
H (1.37, 0.05, -3.35)  0.08
H (0.25, 0.77, -4.54)  0.09
C (-1.23, 2.97, -3.19)  -0.20
H (-1.50, 3.71, -2.43)  0.06
H (-2.15, 2.45, -3.49)  0.05
H (-0.79, 3.47, -4.07)  0.04
C (1.52, 2.76, -2.72)  -0.21
H (1.33, 3.35, -3.63)  0.02
H (2.40, 2.13, -2.87)  0.04
H (1.66, 3.43, -1.86)  0.05
C (-1.63, -3.45, -2.45)  -0.18
H (-1.61, -4.03, -1.52)  0.06
H (-1.49, -4.12, -3.31)  0.06
H (-2.56, -2.87, -2.54)  0.06
C (1.13, -3.23, -3.22)  -0.18
H (1.95, -2.55, -3.50)  0.06
H (0.79, -3.75, -4.12)  0.06
H (1.51, -3.97, -2.51)  0.07
Cr (-0.76, -1.76, 2.93)  0.91
C (0.20, 1.80, -0.50)  -0.31
C (-1.13, 1.41, -0.96)  -0.39
C (-1.83, 0.10, -0.73)  -0.21
C (-0.96, -0.99, -0.14)  -0.20
C (0.24, -1.61, -0.95)  -0.45
C (1.53, -1.00, -1.31)  -0.30
C (2.18, 0.13, -0.64)  -0.27
C (1.27, 1.03, 0.23)  -0.20
C (0.83, -2.81, 3.81)  -0.22
H (0.27, 2.87, -0.20)  0.11
H (-1.88, 2.23, -0.97)  0.10
H (-2.45, -0.20, -1.61)  0.10
H (-2.60, 0.31, 0.05)  0.11
H (-0.58, -0.67, 0.86)  0.06
H (-1.65, -1.82, 0.04)  0.09
H (0.45, -2.54, -0.38)  0.10
H (2.24, -1.76, -1.68)  0.06
H (2.71, 0.73, -1.41)  0.08
H (2.95, -0.24, 0.05)  0.10
H (0.87, 0.47, 1.09)  0.07
H (1.93, 1.77, 0.72)  0.11
H (1.71, -2.18, 4.02)  -0.01
H (1.17, -3.69, 3.24)  -0.03
H (0.46, -3.17, 4.78)  -0.02
F (-0.95, 2.83, 7.75)  0.10
C (-0.70, 2.17, 6.60)  -0.14
C (0.45, 2.46, 5.86)  -0.13
F (1.31, 3.40, 6.33)  0.11
C (0.68, 1.79, 4.68)  -0.12
F (1.77, 2.07, 3.92)  0.10
C (-0.19, 0.78, 4.21)  -0.28
O (0.08, 0.06, 3.16)  -0.18
C (-1.36, 0.54, 4.98)  -0.12
F (-2.22, -0.47, 4.60)  0.03
C (-1.61, 1.21, 6.15)  -0.14
F (-2.70, 0.92, 6.90)  0.10